Run w
Entry from the Open Molecules 2025 dataset: a molecular structure, C4H11NO2 (wB97M-V/def2-TZVPD).

For the highest occupied orbital energy (alpha / beta), the calculation gives -8.7632 / -7.8199 eV. The orbital gap (alpha / beta) is 0.3339 / 0.2914 Ha.

Element x y z (Å)
N  -1.268  0.127  -0.435
C  0.482  0.306  -0.028
H  0.741  -1.650  0.814
H  -1.520  -1.846  0.179
H  1.718  1.970  0.400
H  2.550  -0.894  -1.016
H  -2.188  -1.506  -1.428
H  0.066  2.113  1.050
O  2.331  0.046  -0.967
H  -0.038  -0.474  1.906
C  0.666  1.784  0.200
C  -2.034  -1.100  -0.425
H  -1.623  0.848  -1.052
H  1.702  -0.375  1.572
O  0.310  -0.165  -1.253
H  -3.010  -0.909  0.035
C  0.732  -0.613  1.143
H  0.384  2.337  -0.695

These are the Löwdin partial charges, in e, on atoms 1 to 6:
1. N 0.02
2. C -0.56
3. H 0.09
4. H 0.08
5. H 0.09
6. H -0.01

Run x
Entry from the Open Molecules 2025 dataset: 2 unconnected molecules or ions with the total composition C4H11NO2 (wB97M-V/def2-TZVPD).

For the highest occupied orbital energy, the calculation gives -9.8185 eV. Its structure (SMILES) is CC(C)C(N)=O.O. The orbital gap is 0.3884 Ha.

Element x y z (Å)
C  -0.901  0.412  -0.605
C  -0.341  -0.265  1.652
H  -0.823  -1.247  1.704
H  1.333  -1.841  0.891
H  1.194  2.333  -1.637
N  -2.173  -0.085  -0.326
O  2.073  2.151  -1.254
H  -2.455  -0.976  0.054
H  0.357  -0.030  2.489
C  0.285  -0.062  0.215
H  2.259  1.261  -1.584
C  1.084  -1.363  -0.091
H  -2.956  0.368  -0.761
H  1.795  -1.129  -0.872
H  0.347  -2.018  -0.501
H  -1.146  0.422  1.876
O  -0.911  1.267  -1.480
H  0.979  0.804  0.231

These are the Löwdin partial charges, in e, on atoms 1 to 6:
1. C -0.48
2. C -0.09
3. H 0.07
4. H 0.10
5. H 0.03
6. N 0.13

Stability ranking, top and bottom: run x is the most stable and run w is the least stable.

Run w
Entry from the Open Molecules 2025 dataset: 2 unconnected molecules or ions with the total composition C4H11NO2 (wB97M-V/def2-TZVPD).

For the highest occupied orbital energy, the calculation gives -9.0177 eV. Its structure (SMILES) is NCCCC=O.O. The orbital gap is 0.3639 Ha.

Element x y z (Å)
H  -1.117  -1.553  0.417
H  -1.527  5.283  -4.431
H  -0.309  -1.054  -0.882
N  0.939  -3.073  1.488
H  0.941  0.428  0.989
H  -0.442  1.240  0.082
H  -0.057  5.655  -4.627
C  -0.079  0.331  0.706
H  1.650  -3.714  1.770
H  1.508  -2.290  -0.532
C  -0.935  0.253  1.929
C  -0.188  -1.172  0.115
H  -0.610  -0.222  2.830
O  -2.075  0.712  1.934
C  1.088  -1.958  0.505
H  2.067  -1.273  0.777
H  0.053  -3.543  1.503
O  -0.906  5.949  -4.573

These are the Löwdin partial charges, in e, on atoms 1 to 6:
1. H 0.09
2. H 0.01
3. H 0.06
4. N -0.01
5. H 0.07
6. H 0.15

Run x
Entry from the Open Molecules 2025 dataset: 2 unconnected molecules or ions with the total composition C4H11NO2 (wB97M-V/def2-TZVPD).

For the highest occupied orbital energy, the calculation gives -9.5496 eV. Its structure (SMILES) is CCCC(N)=O.O. The orbital gap is 0.3682 Ha.

Element x y z (Å)
C  -0.031  1.897  -0.223
H  0.513  -1.513  3.903
C  -0.674  0.532  -0.483
H  1.095  -0.698  -0.682
H  0.655  0.099  -2.118
H  0.874  2.930  1.281
C  0.209  -0.418  -1.268
H  -0.805  -2.280  -0.846
H  -1.518  0.823  -1.121
O  0.019  2.744  -1.080
C  -0.522  -1.679  -1.707
H  -1.451  -1.381  -2.190
N  0.463  2.050  1.040
H  0.246  1.297  1.664
H  1.346  -1.247  2.660
H  0.052  -2.289  -2.391
O  0.581  -0.917  3.145
H  -1.052  0.049  0.417

These are the Löwdin partial charges, in e, on atoms 1 to 6:
1. C -0.56
2. H 0.04
3. C -0.14
4. H 0.11
5. H 0.11
6. H 0.11

Stability ranking, top and bottom: run x is the most stable and run w is the least stable.

Run w
Entry from the Open Molecules 2025 dataset: 2 unconnected molecules or ions with the total composition H2O3SSi (wB97M-V/def2-TZVPD).

For the highest occupied orbital energy, the calculation gives -10.7922 eV. The orbital gap is 0.3508 Ha.

Element x y z (Å)
S  -0.360  1.773  -0.248
O  -0.930  0.942  0.787
Si  0.158  -1.334  -0.230
O  0.792  2.515  0.155
H  1.279  -2.073  0.149
O  0.185  -0.253  -1.323
H  -1.124  -1.571  0.709

These are the Löwdin partial charges, in e, on atoms 1 to 6:
1. S 0.85
2. O -0.53
3. Si 0.69
4. O -0.40
5. H -0.09
6. O -0.52

Run x
Entry from the Open Molecules 2025 dataset: 2 unconnected molecules or ions with the total composition H2O3SSi (wB97M-V/def2-TZVPD).

For the highest occupied orbital energy (alpha / beta), the calculation gives -10.9998 / -9.0529 eV. The orbital gap (alpha / beta) is 0.3406 / 0.3280 Ha.

Element x y z (Å)
H  -0.611  0.071  1.915
Si  -0.715  -0.145  0.400
S  1.509  -0.327  -0.550
O  2.478  -0.079  0.474
O  0.311  -1.368  0.132
H  -3.314  1.030  -1.958
O  0.342  0.819  -0.414

These are the Löwdin partial charges, in e, on atoms 1 to 6:
1. H -0.02
2. Si 0.45
3. S 0.90
4. O -0.39
5. O -0.49
6. H 0.04

Stability ranking, top and bottom: run w is the most stable and run x is the least stable.

Run w
Entry from the Open Molecules 2025 dataset: a single C6H10O molecule (wB97M-V/def2-TZVPD).

For the highest occupied orbital energy, the calculation gives -7.2264 eV. The orbital gap is 0.1982 Ha.

Element x y z (Å)
C  -0.983  -2.115  0.067
H  -1.660  0.076  0.660
O  -1.964  -2.540  0.802
H  0.563  -0.570  -1.471
H  -0.905  1.926  0.682
H  0.037  -2.560  0.411
H  1.978  2.534  -1.553
C  -0.822  -0.626  0.053
H  2.844  2.037  -0.174
C  2.153  1.734  -0.914
C  0.168  0.007  -0.617
C  0.901  1.229  -0.249
H  0.454  3.027  0.798
H  -0.880  -2.300  -1.034
H  0.453  1.699  1.851
C  0.265  2.048  0.814
H  2.736  0.786  -1.517

These are the Löwdin partial charges, in e, on atoms 1 to 6:
1. C -0.52
2. H 0.19
3. O -0.22
4. H 0.12
5. H 0.12
6. H 0.17

Run x
Entry from the Open Molecules 2025 dataset: a molecular structure, C6H10O (wB97M-V/def2-TZVPD).

For the highest occupied orbital energy, the calculation gives -7.9710 eV. The orbital gap is 0.3228 Ha.

Element x y z (Å)
H  0.385  1.721  1.599
C  2.284  0.404  -0.010
H  -3.274  -0.841  -0.962
C  -1.302  -0.089  -1.106
H  -1.539  0.956  -0.914
O  -2.135  -1.646  0.524
C  0.152  0.688  1.368
H  0.419  -1.196  -1.142
H  -1.348  -0.384  -2.170
C  0.025  -0.386  -0.583
H  -0.861  0.526  1.714
H  0.810  -0.458  1.935
C  -2.311  -0.941  -0.443
C  0.876  0.088  0.285
H  2.854  0.103  0.863
H  2.666  -0.048  -0.926
H  2.299  1.502  -0.032

These are the Löwdin partial charges, in e, on atoms 1 to 6:
1. H 0.07
2. C -0.05
3. H 0.11
4. C -0.16
5. H 0.13
6. O 0.06

Run y
Entry from the Open Molecules 2025 dataset: a single C6H10O molecule (wB97M-V/def2-TZVPD).

For the highest occupied orbital energy, the calculation gives -9.2246 eV. Its structure (SMILES) is C[C@H]1CC=CCO1. The orbital gap is 0.3790 Ha.

Element x y z (Å)
H  -0.801  0.117  1.585
H  1.707  2.044  0.490
C  1.988  0.021  -0.146
C  -0.135  -1.229  0.050
H  3.070  0.071  -0.242
H  -2.977  0.009  0.686
H  1.371  1.757  -1.215
C  1.365  -1.143  -0.012
O  -0.128  1.259  0.009
C  -0.789  0.095  0.483
C  -2.216  0.277  -0.048
H  -2.385  -0.304  -0.961
H  1.942  -2.065  0.017
C  1.257  1.322  -0.211
H  -2.326  1.333  -0.301
H  -0.509  -1.544  -0.935
H  -0.435  -2.019  0.751

These are the Löwdin partial charges, in e, on atoms 1 to 6:
1. H 0.14
2. H 0.12
3. C -0.08
4. C -0.14
5. H 0.10
6. H 0.08

Stability ranking, top and bottom: run y is the most stable and run w is the least stable.